DFT (wB97M-V/def2-TZVPD) results for a structure of composition C4H4O3S at a distorted geometry.

Element x y z (Å)
C -0.92 -1.30 0.13
H 0.19 -1.23 -0.05
C -0.45 0.96 -0.76
C -1.32 0.10 0.20
C 0.85 1.24 -0.72
O -1.65 -2.30 0.35
H -2.37 0.33 0.05
O 1.77 1.03 0.85
S 2.99 0.24 0.82
O 3.00 -0.63 -0.35
H -1.18 0.46 1.20
H -0.92 1.10 -1.74

Properties
Energy above the lowest of the compared OMol25 structures with the same formula, charge and spin (eV): 6.224
Total energy (eV): -21184.4860
Lowest unoccupied orbital energy (alpha / beta) (eV): -2.20 / -2.19
Frontier orbital gap (alpha / beta) (Eh): 0.26046 / 0.26089
Net charge: 0
Highest occupied orbital energy (alpha / beta) (eV): -9.29 / -9.29

=====

DFT (wB97M-V/def2-TZVPD) results for a cluster of 2 separate species, H3OS2 in total.

Element x y z (Å)
H -0.02 1.29 1.57
S -0.08 -0.52 -1.50
O -0.27 2.21 1.83
H -0.65 -1.72 -1.73
H -0.78 2.45 1.06
S 0.44 -0.67 0.52

Properties
Energy above the lowest of the compared OMol25 structures with the same formula, charge and spin (eV): 0.000
Total energy (eV): -23764.4446
Lowest unoccupied orbital energy (alpha / beta) (eV): 5.88 / 6.08
Frontier orbital gap (alpha / beta) (Eh): 0.09049 / 0.21037
Net charge: -2
2S+1: 2
Highest occupied orbital energy (alpha / beta) (eV): 3.42 / 0.36

=====

DFT (wB97M-V/def2-TZVPD) results for the ion C5H12NS with charge +1 at a distorted geometry.

Element x y z (Å)
C -2.51 1.35 0.12
H 1.58 -1.14 1.49
H 1.17 0.37 -2.07
H -1.15 -2.89 -0.48
H 0.70 1.83 -1.20
H 0.75 -2.41 -0.39
C 0.47 0.78 -1.29
H 2.24 -1.27 -0.06
H -2.03 1.64 0.98
C -0.33 -2.22 -0.26
H -2.01 1.62 -0.86
S -2.31 -0.49 0.02
H 0.10 0.81 0.71
H -0.56 0.75 -1.49
H 2.44 0.31 0.83
C 0.51 0.10 0.07
C 1.73 -0.60 0.56
N -0.58 -0.96 -0.09
H -3.57 1.61 0.25

Properties
Energy above the lowest of the compared OMol25 structures with the same formula, charge and spin (eV): 2.654
Total energy (eV): -17696.0326
Lowest unoccupied orbital energy (eV): -4.46
Frontier orbital gap (Eh): 0.34287
Net charge: +1
Highest occupied orbital energy (eV): -13.79
SMILES: C=[N+](SC)C(C)C

=====

DFT (wB97M-V/def2-TZVPD) results for a structure of composition C25H21N10Sn.

Element x y z (Å)
H 2.68 -3.42 1.62
C -3.33 -1.37 1.45
C 6.19 0.04 -1.57
H 0.85 3.28 -2.38
C 3.44 0.30 -1.46
C -3.88 -0.58 2.38
Sn 0.17 -0.21 -1.81
C -4.78 1.55 2.93
H 3.36 -1.84 -1.83
C 1.64 -2.20 0.22
H -7.42 1.79 0.67
N 1.00 -2.07 -0.96
C -4.07 2.39 0.63
C 1.01 3.02 -1.33
H 0.34 -3.07 -2.66
N -2.47 2.23 2.11
H 2.46 -6.54 -0.31
C 2.19 2.09 -1.27
C 4.29 1.40 -1.34
C -3.79 2.13 1.98
H -4.83 2.09 3.87
N -4.50 -3.38 0.36
C 2.04 -4.54 -0.13
C 5.67 1.31 -1.38
N -0.21 2.36 -0.84
C 1.36 -4.40 -1.37
N -4.25 0.18 3.22
H 7.26 -0.09 -1.62
N 3.45 2.51 -1.22
H -0.17 3.66 0.86
N -1.10 -0.53 0.45
H -5.58 2.46 -0.88
H 0.06 1.95 1.22
H 5.80 -2.04 -1.90
N 2.55 -5.71 0.26
C -5.36 2.27 0.17
C -0.48 2.64 0.58
C 3.97 -0.97 -1.68
N -2.88 2.62 -0.05
C -6.41 1.85 1.05
C -2.08 -0.91 0.93
C 2.17 -3.38 0.66
H 3.75 3.47 -1.14
C 0.87 -3.19 -1.72
N 2.11 0.77 -1.39
H -1.93 2.11 2.96
C -6.15 1.48 2.32
C -1.95 2.52 0.83
H 1.74 -1.30 0.82
C -3.98 -2.49 0.86
H -6.94 1.11 2.97
H 3.03 -5.81 1.13
H 1.23 3.95 -0.80
H 1.23 -5.25 -2.02
C 5.35 -1.07 -1.73
H -1.01 2.68 -1.38
H 6.31 2.17 -1.28

Properties
Energy above the lowest of the compared OMol25 structures with the same formula, charge and spin (eV): 0.084
Total energy (eV): -46972.4083
Lowest unoccupied orbital energy (eV): -10.83
Frontier orbital gap (Eh): 0.20500
Net charge: +3
Highest occupied orbital energy (eV): -16.41

=====

DFT (wB97M-V/def2-TZVPD) results for an isolated molecule of C4H11NOS2 at a distorted geometry.

Element x y z (Å)
H 1.14 -1.19 0.90
H 0.36 -3.12 -1.07
H 0.05 -0.46 -1.70
H 2.67 2.09 0.12
H -0.83 1.39 0.23
S -3.88 0.00 0.65
C -0.89 0.31 0.13
O 1.09 -2.54 -0.70
S -2.39 -0.17 -0.70
H 2.17 0.27 -0.98
H -0.36 -1.99 0.71
C 0.48 -1.57 0.08
H 1.71 1.11 1.35
H -4.67 1.11 0.18
C 1.63 1.67 0.35
H -0.89 -0.06 1.29
C 0.27 -0.21 -0.65
H 0.91 2.53 0.54
N 1.42 0.84 -0.73

Properties
Energy above the lowest of the compared OMol25 structures with the same formula, charge and spin (eV): 2.998
Total energy (eV): -29532.3624
Lowest unoccupied orbital energy (eV): 0.53
Frontier orbital gap (Eh): 0.34541
Net charge: 0
Highest occupied orbital energy (eV): -8.87
SMILES: CN[C@@H](CO)CSS

=====

DFT (wB97M-V/def2-TZVPD) results for a structure of composition C48H28F9HfN4O at a distorted geometry.

Element x y z (Å)
C 2.46 1.65 0.43
H -0.76 6.27 4.34
H -0.66 5.59 6.72
C -0.15 1.93 2.84
H -2.72 1.81 4.07
H 2.87 3.53 -1.73
C 2.95 2.75 1.21
C -0.56 4.85 5.94
F -1.38 3.76 -3.66
C 2.80 -0.13 -1.25
C 6.50 2.28 -1.94
C 1.57 -4.86 -3.18
C -0.38 3.51 6.27
H 6.94 4.14 -2.91
H 4.48 -0.52 -2.66
H -8.13 -3.02 1.10
C -4.46 -1.84 0.93
C 2.14 -7.11 -2.54
C -5.38 -1.38 -0.01
H 1.37 -5.24 0.18
C -0.25 2.56 5.27
C 1.93 -6.79 -1.20
C -0.74 1.96 -2.25
C -0.48 4.28 3.61
C -1.23 1.09 2.57
F -2.38 0.89 -0.93
Hf -0.02 0.03 -0.14
C -0.39 3.34 -2.86
H -4.14 -3.09 2.64
C 1.96 -6.15 -3.52
C -1.86 2.14 -1.18
C -4.86 -2.73 1.92
C 5.53 1.48 -1.36
C 4.87 3.98 -2.37
H -0.52 4.57 2.56
C 4.21 1.92 -1.28
H 4.60 4.96 -2.76
N -0.89 -1.89 -0.32
C -2.57 -0.37 1.59
H 7.53 1.92 -1.99
C -1.25 0.95 -3.33
C 3.06 -2.13 -2.26
F -1.28 2.49 -0.01
C -3.03 -1.42 0.80
F -2.85 2.96 -1.44
C 2.08 2.94 2.24
H 2.07 -7.53 -0.43
C -2.49 1.16 3.24
C 1.86 -2.13 -1.48
N 1.72 -0.90 -0.87
C -0.30 2.93 3.93
H 2.12 -6.40 -4.56
F -0.22 4.23 -1.88
H -7.42 -1.44 -0.67
H -4.36 0.07 2.85
H -6.49 -3.84 2.75
C -0.36 -3.03 -0.91
C -3.32 0.28 2.63
C 0.93 -3.17 -1.40
O 0.30 1.39 -1.60
H -5.07 -0.69 -0.78
C -0.62 5.23 4.60
F 0.74 3.26 -3.56
H 3.43 -2.96 -2.84
N -1.29 0.15 1.57
F -2.54 1.09 -3.63
C 6.18 3.53 -2.45
F -1.08 -0.29 -2.79
F -0.53 1.00 -4.44
H 5.80 0.52 -0.94
C 1.03 1.98 2.08
C -7.10 -2.69 1.05
C 1.53 -5.50 -0.86
H 2.44 -8.12 -2.81
C -2.53 -3.49 -0.51
C 3.12 1.11 -0.69
N 1.30 1.18 1.00
H 2.15 3.66 3.03
C 1.35 -4.53 -1.84
C -2.21 -2.18 -0.03
C -6.70 -1.80 0.06
H 3.86 3.29 1.01
C -6.18 -3.15 1.98
C 3.89 3.19 -1.78
C -1.39 -4.02 -1.02
H -0.33 3.22 7.31
C 3.60 -0.88 -2.16
H -1.25 -5.00 -1.44
H 1.42 -4.11 -3.94
H -3.49 -3.96 -0.43
H -0.11 1.51 5.53

Properties
Energy above the lowest of the compared OMol25 structures with the same formula, charge and spin (eV): 0.822
Total energy (eV): -84003.2163
Lowest unoccupied orbital energy (eV): -4.23
Frontier orbital gap (Eh): 0.21448
Net charge: +1
Highest occupied orbital energy (eV): -10.07